(1)
This record from OMol25 describes a structure of composition C29H57N10OSeTi in a non-equilibrium geometry. The level of theory is ωB97M-V/def2-TZVPD.

```
99
Properties=species:S:1:pos:R:3:mulliken_spin:R:1
Ti 0.501 -0.276 -0.180 0.829
C 1.048 1.782 2.159 -0.048
N 2.469 1.837 1.822 -0.007
C 3.170 2.961 2.447 0.001
C 3.101 0.971 1.021 -0.011
N 2.405 0.115 0.287 0.080
C 3.003 -1.056 -0.291 0.064
C 4.171 -1.073 -1.042 0.000
C 4.805 -2.268 -1.331 0.000
C 4.302 -3.450 -0.807 0.004
C 3.099 -3.457 -0.118 -0.005
C 2.379 -2.278 0.057 -0.099
N 1.101 -2.140 0.664 0.061
C 0.403 -3.175 1.151 0.008
N 0.389 -4.397 0.583 -0.002
C 0.550 -4.583 -0.857 0.012
C 0.328 -5.644 1.345 0.000
N -0.343 -2.966 2.258 -0.002
C -1.681 -3.556 2.423 0.000
C -0.069 -1.810 3.117 0.025
N 4.486 0.961 1.010 0.000
C 5.199 1.690 -0.036 0.000
C 5.204 0.798 2.274 0.000
H 0.929 1.644 3.234 -0.002
H 0.545 0.985 1.636 0.010
H 0.552 2.705 1.864 -0.005
H 2.520 3.832 2.414 0.000
H 4.079 3.197 1.909 0.001
H 3.410 2.746 3.488 0.000
H 4.605 -0.145 -1.387 -0.003
H 5.711 -2.269 -1.923 0.000
H 4.842 -4.380 -0.943 0.001
H 2.739 -4.383 0.309 0.000
H 0.527 -3.628 -1.366 0.003
H -0.268 -5.205 -1.220 0.001
H 1.490 -5.082 -1.091 0.000
H 0.525 -5.457 2.397 0.000
H 1.107 -6.307 0.967 0.000
H -0.629 -6.152 1.226 0.000
H -2.349 -3.286 1.600 0.000
H -2.109 -3.168 3.343 0.000
H -1.673 -4.635 2.501 0.000
H 0.969 -1.516 3.019 -0.002
H -0.259 -2.091 4.152 0.001
H -0.706 -0.961 2.866 0.002
H 4.558 1.832 -0.906 0.000
H 6.085 1.132 -0.342 0.000
H 5.527 2.676 0.310 0.000
H 4.551 0.345 3.019 0.000
H 5.594 1.741 2.669 0.000
H 6.046 0.125 2.114 0.000
C 1.273 3.400 -1.256 0.001
C 0.761 2.201 -2.034 -0.013
C -0.440 2.581 -2.883 -0.003
C 1.851 1.585 -2.890 0.067
O 0.327 1.194 -1.070 0.052
H 1.536 4.209 -1.939 0.000
H 2.160 3.135 -0.674 0.002
H 0.496 3.757 -0.575 -0.001
H -0.173 3.394 -3.563 0.000
H -1.260 2.909 -2.239 -0.002
H -0.773 1.729 -3.487 0.000
H 2.204 2.307 -3.628 0.000
H 1.469 0.713 -3.421 -0.004
H 2.698 1.274 -2.276 -0.023
C -4.251 3.511 3.024 0.000
N -4.687 3.693 1.642 0.000
C -5.886 4.275 1.252 0.000
C -5.912 4.253 -0.089 0.000
N -4.729 3.653 -0.506 0.000
C -4.332 3.464 -1.895 0.000
C -3.979 3.306 0.560 0.001
Se -2.302 2.490 0.546 0.008
H -4.924 4.064 3.673 0.000
H -3.238 3.885 3.139 0.000
H -4.268 2.457 3.291 0.000
H -6.602 4.656 1.963 0.000
H -6.653 4.610 -0.785 0.000
H -5.145 3.799 -2.533 0.000
H -4.125 2.413 -2.088 0.000
H -3.437 4.042 -2.112 0.000
C -2.353 -1.225 -3.443 0.000
C -2.544 -1.556 -1.967 0.011
C -2.466 -3.060 -1.749 0.004
C -3.875 -1.001 -1.459 -0.001
N -1.404 -0.880 -1.266 0.010
N -1.549 -0.709 0.165 0.008
H -3.010 -1.846 -4.053 0.000
H -1.322 -1.418 -3.752 0.000
H -2.591 -0.176 -3.645 0.000
H -3.392 -3.530 -2.083 0.000
H -2.334 -3.314 -0.690 0.000
H -1.642 -3.489 -2.316 0.000
H -4.664 -1.245 -2.172 0.000
H -3.836 0.089 -1.354 0.000
H -4.163 -1.431 -0.495 0.000
H -1.344 0.071 -1.632 -0.029
H -2.198 0.057 0.389 -0.008
H -1.906 -1.571 0.557 0.002
```

Properties
largest force on an atom	0.0443	Eh/bohr
electronic energy	-136397.258	eV
LUMO energy (alpha / beta)	-4.2768 / -4.4583	eV
E_HOMO (alpha / beta)	-0.4510 / -0.4510	Ha
2S+1	2
net charge	+2
Kohn-Sham gap (alpha / beta)	8.0 / 7.8	eV

=====

(2)
This record from OMol25 describes a structure of composition C22H28Cl2N2OTi in a non-equilibrium geometry. The level of theory is ωB97M-V/def2-TZVPD.

```
56
Properties=species:S:1:pos:R:3:mulliken_charge:R:1
Ti -0.833 1.111 0.280 -0.203
C -2.319 2.161 4.689 -1.509
C -1.772 2.571 3.311 0.298
C -2.573 3.733 2.731 -1.616
C -1.756 1.334 2.445 0.346
C -2.810 1.012 1.569 -0.301
C -2.858 -0.226 0.905 -0.708
C -1.848 -1.186 1.063 1.096
C -1.953 -2.557 0.464 -1.568
C -0.756 -0.830 1.876 -0.775
C -0.721 0.396 2.560 -0.381
H -2.318 3.025 5.353 0.431
H -1.719 1.376 5.155 0.387
H -3.348 1.802 4.604 0.385
H -0.733 2.883 3.435 0.433
H -3.648 3.538 2.773 0.405
H -2.287 3.961 1.704 0.315
H -2.393 4.624 3.331 0.444
H -3.635 1.700 1.467 0.486
H -3.728 -0.469 0.309 0.503
H -1.079 -2.801 -0.141 0.371
H -2.845 -2.658 -0.150 0.413
H -2.007 -3.296 1.266 0.390
H 0.038 -1.549 2.037 0.575
H 0.099 0.607 3.234 0.599
Cl -0.524 5.785 -0.363 -0.148
C 0.884 4.791 -0.392 0.658
C 2.134 5.326 -0.668 -0.594
C 3.260 4.513 -0.695 -0.416
C 3.160 3.146 -0.458 -0.973
C 1.904 2.665 -0.195 1.288
Cl 1.585 0.935 0.124 -0.115
C 0.745 3.433 -0.136 -0.900
N -0.431 2.749 0.158 0.252
H 2.223 6.387 -0.861 0.467
H 4.229 4.944 -0.904 0.415
H 4.027 2.501 -0.481 0.486
O -1.073 0.713 -1.534 -0.283
C -1.120 1.408 -2.622 0.364
C -1.940 2.633 -2.735 -0.428
C -3.352 1.985 -2.970 -0.455
C -3.447 0.891 -4.058 -0.916
C -2.804 -0.488 -3.753 -0.117
C -1.282 -0.542 -3.993 -0.851
N -0.754 0.828 -3.740 -0.020
H -1.650 3.216 -3.609 0.428
H -1.932 3.258 -1.848 0.074
H -4.026 2.800 -3.228 0.470
H -3.699 1.574 -2.019 0.111
H -3.058 1.285 -5.005 0.296
H -4.509 0.728 -4.234 0.461
H -3.276 -1.246 -4.377 0.516
H -3.023 -0.763 -2.718 -0.041
H -1.043 -0.777 -5.026 0.453
H -0.777 -1.263 -3.360 0.257
H -0.773 1.436 -4.546 0.448
```

Properties
largest force on an atom	0.0276	Eh/bohr
electronic energy	-76443.501	eV
LUMO energy	-7.2851	eV
E_HOMO	-0.5298	Ha
net charge	+2
Kohn-Sham gap	7.1	eV

=====

(3)
This record from OMol25 describes a structure of composition C23H25F3N4Pd. The level of theory is ωB97M-V/def2-TZVPD.

```
56
Properties=species:S:1:pos:R:3:mulliken_charge:R:1
Pd -0.276 0.174 0.223 -0.157
C 2.054 5.081 1.455 -1.272
C 0.873 5.721 2.127 1.125
C 1.029 6.624 3.173 -0.682
C -0.070 7.173 3.820 -0.634
C -1.354 6.830 3.426 -0.631
C -1.530 5.942 2.374 -0.030
C -0.428 5.397 1.733 -0.897
N -0.646 4.453 0.671 0.123
C -0.434 3.105 0.918 0.240
N -0.652 2.708 2.187 0.061
C -0.060 1.580 2.831 1.229
C 0.187 0.385 2.155 -0.854
C 0.847 -0.606 2.891 -0.134
C 1.191 -0.435 4.220 -1.005
C 0.882 0.751 4.870 -0.770
C 0.261 1.781 4.184 0.944
C -0.046 3.080 4.886 -1.211
N -0.080 2.272 -0.012 0.072
C 0.198 2.788 -1.306 -0.892
C 1.523 2.919 -1.713 -0.213
C 1.827 3.374 -2.987 -0.886
C 0.801 3.688 -3.867 -0.630
C -0.519 3.539 -3.468 -0.876
C -0.847 3.089 -2.191 1.841
C -2.280 2.903 -1.772 -1.389
H 2.982 5.379 1.940 0.431
H 2.119 5.360 0.401 0.298
H 1.986 3.990 1.495 0.203
H 2.029 6.888 3.494 0.366
H 0.080 7.866 4.637 0.397
H -2.213 7.252 3.930 0.408
H -2.519 5.659 2.036 0.448
H -0.292 4.736 -0.233 0.522
H -0.933 3.448 2.808 0.039
H 1.090 -1.546 2.418 0.417
H 1.692 -1.232 4.755 0.392
H 1.135 0.887 5.915 0.335
H 0.308 3.043 5.914 0.399
H -1.121 3.287 4.923 0.360
H 0.435 3.937 4.403 0.124
H 2.305 2.646 -1.015 0.576
H 2.860 3.474 -3.292 0.399
H 1.027 4.037 -4.866 0.396
H -1.319 3.769 -4.161 0.431
H -2.943 2.935 -2.635 0.470
H -2.589 3.685 -1.076 0.252
H -2.415 1.951 -1.254 0.213
N -0.588 -0.147 -1.927 -0.642
H -0.442 0.651 -2.537 0.151
H -1.526 -0.507 -2.064 0.284
H 0.049 -0.884 -2.208 0.307
F -1.475 -2.260 -0.548 -0.292
C -0.637 -1.790 0.460 0.374
F -1.247 -2.209 1.594 -0.225
F 0.472 -2.592 0.342 -0.305
```

Properties
largest force on an atom	0.0041	Eh/bohr
electronic energy	-41851.668	eV
LUMO energy	0.4958	eV
E_HOMO	-0.2891	Ha
net charge	0
Kohn-Sham gap	8.4	eV

=====

(4)
This record from OMol25 describes a structure of composition C12H11Cl3O2Pm in a non-equilibrium geometry. The level of theory is ωB97M-V/def2-TZVPD.

```
29
Properties=species:S:1:pos:R:3:mulliken_spin:R:1
C 0.906 -2.048 0.780 -0.004
C 0.968 -2.062 -0.648 -0.002
C -0.371 -2.082 -1.151 -0.008
H 1.875 -2.097 -1.242 0.001
C -1.255 -2.076 -0.031 -0.005
C -0.470 -2.046 1.156 -0.008
H -0.839 -2.012 2.188 0.001
H 1.751 -1.967 1.451 0.000
H -0.657 -2.162 -2.194 -0.001
H -2.345 -2.148 -0.079 0.001
Pm -0.385 0.395 0.019 4.041
Cl 1.402 1.281 1.550 -0.009
C 0.099 2.844 -4.453 0.000
C -1.136 2.200 -4.793 0.000
C -0.822 0.974 -5.465 0.000
H -2.131 2.590 -4.602 0.000
C 0.600 0.861 -5.536 0.000
C 1.171 2.014 -4.913 0.000
H 2.233 2.239 -4.836 0.000
H 0.198 3.810 -3.966 0.000
H -1.543 0.273 -5.883 0.000
H 1.155 0.050 -6.015 0.000
Cl -2.593 0.329 1.617 -0.003
C -2.992 2.121 1.237 0.002
Cl -1.828 3.124 2.098 0.000
C -2.859 2.334 -0.288 -0.002
O -3.811 2.873 -0.810 0.000
O -1.730 1.911 -0.828 -0.005
H -4.018 2.312 1.571 0.000
```

Properties
largest force on an atom	0.0443	Eh/bohr
electronic energy	-70841.992	eV
LUMO energy (alpha / beta)	2.0618 / 2.0703	eV
E_HOMO (alpha / beta)	-0.0943 / -0.0943	Ha
2S+1	5
net charge	-1
Kohn-Sham gap (alpha / beta)	4.6 / 4.6	eV

=====

(5)
This record from OMol25 describes a structure of composition C21H33CoN2O2Si. The level of theory is ωB97M-V/def2-TZVPD.

```
60
Properties=species:S:1:pos:R:3:mulliken_spin:R:1
Co -0.110 -0.637 -0.029 2.805
O -5.967 3.004 -0.403 0.000
C -4.910 3.299 -1.294 -0.002
C -3.727 2.431 -0.975 0.013
C -2.589 2.484 -1.780 0.002
C -1.512 1.689 -1.469 0.031
N -1.494 0.870 -0.410 -0.046
C -2.574 0.836 0.383 0.054
C -3.715 1.587 0.118 0.004
C -2.461 -0.040 1.584 -0.003
C -3.363 0.002 2.636 -0.001
C -3.153 -0.811 3.742 0.008
C -4.125 -0.790 4.893 -0.001
O -5.431 -1.184 4.499 0.001
C -2.037 -1.638 3.747 0.000
C -1.174 -1.613 2.666 0.025
N -1.380 -0.834 1.609 -0.006
H -6.751 3.483 -0.681 0.000
H -4.601 4.347 -1.200 0.001
H -5.203 3.131 -2.336 0.001
H -2.540 3.131 -2.646 0.001
H -0.619 1.682 -2.081 0.005
H -4.590 1.514 0.744 0.000
H -4.216 0.665 2.613 -0.001
H -4.229 0.227 5.272 0.001
H -3.745 -1.411 5.710 0.000
H -5.382 -2.060 4.105 0.000
H -1.830 -2.288 4.586 0.000
H -0.284 -2.230 2.627 0.007
C -0.618 -3.865 -3.068 0.038
C -0.301 -2.402 -2.734 0.043
C -1.438 -1.517 -3.253 0.043
C 0.994 -2.007 -3.466 -0.019
C -0.097 -2.209 -1.255 0.934
H -0.735 -4.014 -4.146 0.006
H -1.542 -4.184 -2.580 -0.007
H 0.188 -4.515 -2.719 -0.002
H -1.626 -1.693 -4.317 0.004
H -1.190 -0.461 -3.133 -0.005
H -2.363 -1.709 -2.704 -0.007
H 0.884 -2.130 -4.549 0.010
H 1.832 -2.624 -3.136 0.001
H 1.253 -0.964 -3.266 -0.003
H 0.486 -3.035 -0.826 -0.006
C 0.753 1.659 2.601 0.026
Si 2.117 1.188 1.384 -0.004
C 2.120 2.504 0.038 0.011
C 3.738 1.340 2.329 0.009
C 1.808 -0.454 0.619 0.046
H 0.953 2.634 3.054 0.001
H 0.679 0.926 3.410 0.001
H -0.223 1.714 2.110 -0.011
H 2.185 3.513 0.453 0.001
H 1.208 2.449 -0.563 -0.005
H 2.970 2.361 -0.635 -0.001
H 3.898 2.340 2.741 0.001
H 4.580 1.104 1.673 0.001
H 3.758 0.628 3.158 0.001
H 1.984 -1.272 1.333 -0.017
H 2.504 -0.607 -0.215 0.009
```

Properties
largest force on an atom	0.0103	Eh/bohr
electronic energy	-74890.348	eV
LUMO energy (alpha / beta)	-0.5815 / -0.7385	eV
E_HOMO (alpha / beta)	-0.2063 / -0.2951	Ha
2S+1	5
net charge	0
Kohn-Sham gap (alpha / beta)	5.0 / 7.3	eV

=====

Computed energy relative to the best compared isomer or geometry (same formula, charge and spin) (kcal/mol) in order:
33.6; 6.9; 0.0; 0.0; 0.0